(1)
{
  "formula": "C2H5ClN2S",
  "method": "the ωB97M-V functional and the def2-TZVPD basis",
  "species": ["N", "H", "C", "S", "Cl", "C", "N", "H", "H", "H", "H"],
  "positions_angstrom": [[0.31858, 1.77776, -0.24063], [-1.86445, 0.60531, 1.52247], [0.00782, 0.60583, 0.12929], [2.37306, -1.04723, 0.09566], [-2.10698, -1.28095, -0.15253], [-1.48870, 0.32096, 0.39457], [0.77399, -0.65692, 0.07891], [-2.08728, 0.76400, -0.56357], [2.60492, -1.22010, -1.13679], [1.34421, 1.47337, -0.67126], [0.12483, -1.34203, 0.54389]],
  "forces_ev_per_angstrom": [[3.79, -2.37, -1.39], [0.80, -0.72, -3.17], [-0.23, -1.84, -0.67], [0.68, 0.94, 2.66], [0.29, -1.09, 0.92], [-2.26, 1.66, -0.75], [-4.03, 0.65, 1.31], [1.64, 0.68, 3.25], [0.18, -0.37, -2.53], [-2.33, 2.02, 1.39], [1.48, 0.45, -1.01]],
  "nbo_charge": [-0.62, 0.26, 0.39, 0.25, -0.07, -0.47, -0.84, 0.28, 0.08, 0.34, 0.40],
  "de_lowest_kj_mol": 200.6,
  "gap_ha": 0.37591,
  "homo_ha": -0.3506,
  "smiles": "[H]/N=C(/CCl)NS"
}

---

(2)
{
  "formula": "C30H45F5IrOP2",
  "method": "the ωB97M-V functional and the def2-TZVPD basis",
  "species": ["C", "C", "H", "H", "F", "C", "C", "H", "H", "H", "C", "H", "C", "H", "C", "C", "H", "F", "O", "H", "C", "H", "C", "C", "H", "C", "H", "H", "Ir", "H", "C", "H", "H", "H", "H", "H", "H", "P", "H", "C", "H", "H", "C", "H", "C", "F", "C", "C", "H", "P", "F", "C", "H", "F", "H", "C", "C", "H", "H", "C", "H", "C", "H", "H", "C", "H", "H", "H", "C", "H", "H", "H", "H", "H", "C", "H", "C", "H", "H", "H", "C", "C", "H", "C"],
  "positions_angstrom": [[-7.02139, 2.47675, -2.06144], [-1.44477, 2.19101, 1.89054], [-1.23028, 2.01385, -2.23401], [1.73275, -1.61992, 4.00520], [-6.07792, 4.50174, -2.86208], [1.86008, 1.57843, -2.69324], [2.06063, -1.33038, 2.99450], [3.92321, -3.32180, 1.07223], [5.97046, -0.30730, -1.09598], [0.13177, -0.78526, -3.65649], [0.65902, 0.76171, 2.36632], [3.91101, -0.56786, -3.12948], [4.36470, 0.75348, -0.13738], [-1.30346, -3.10135, 1.39402], [0.95023, -0.65754, 2.31117], [4.13166, -0.91586, -2.11328], [-0.24136, 3.48943, -2.07326], [-5.46039, -0.40906, -0.49031], [-3.27356, 1.17177, -1.00236], [5.21988, 0.96416, -2.07939], [-6.85851, 1.22702, -1.46225], [0.44279, -3.33844, 1.71497], [-1.27040, -0.34796, 1.81108], [-0.68859, 0.93059, 1.97184], [1.96788, -1.44844, -2.07771], [2.82665, -1.22373, -1.42516], [1.19871, 2.78693, 2.71321], [2.89514, 1.25831, -2.52289], [2.54667, -0.00740, 0.12589], [1.03418, -3.10997, -2.02787], [4.93765, -1.42285, 1.16016], [2.36542, -2.23887, 2.45721], [-1.36464, 0.09149, -3.17851], [5.97374, -1.38748, 0.79663], [-1.97793, 2.37727, 2.83523], [-3.08321, -1.06780, -1.17364], [1.37310, 0.88237, -3.38795], [0.94245, 1.58883, -1.09934], [4.43433, 0.56421, 2.02532], [-5.91116, 3.29292, -2.28979], [2.01435, -2.71539, -0.10101], [-2.77493, -2.56993, -2.11997], [-0.26651, -1.32689, 1.97682], [4.74492, -2.91539, -0.40120], [-0.55961, 2.56547, -1.56904], [-8.24977, 2.89645, -2.41209], [-5.60475, 0.79675, -1.09034], [-0.86246, -0.88768, -3.20167], [-1.13803, 2.83751, -0.68094], [-0.72554, -1.51099, -1.47816], [-3.58165, 3.64833, -2.15836], [-4.42522, 1.58178, -1.31649], [-2.19667, 2.12090, 1.09384], [-7.93379, 0.44011, -1.24217], [-0.68709, -3.09061, 3.05636], [-2.71869, -0.55265, 1.67032], [5.00316, 0.14273, -1.37947], [-0.03594, -3.69735, -0.74254], [-2.57776, -2.58220, -0.33904], [1.83094, 2.90366, -0.18887], [-1.47134, -1.60631, -3.76901], [4.13545, -2.48682, 0.39819], [4.99741, -1.72046, 2.21648], [4.69059, -1.85464, -2.23148], [2.84379, -2.00364, -0.19365], [4.48528, 1.84201, -0.02496], [-0.58520, -3.74322, -2.44800], [-2.98800, -1.60870, 1.60280], [4.33482, -0.02166, 1.10567], [2.58950, 1.64965, 2.64780], [2.93511, -0.67782, 3.08669], [-3.23156, -0.14830, 2.55931], [2.28185, 3.57859, -0.92192], [2.61365, 2.43643, 0.43019], [-2.47603, -1.98003, -1.24719], [-0.79853, 3.05276, 1.69541], [-0.46068, -2.79394, 2.02094], [1.84678, 2.59612, -3.10710], [1.13583, 3.45503, 0.45447], [-3.11336, -0.00852, 0.79581], [1.54713, 1.78124, 2.96958], [-0.00763, -3.18166, -1.70865], [1.53741, 1.70844, 4.06755], [-4.65045, 2.86111, -1.92994]],
  "forces_ev_per_angstrom": [[-1.24, 0.44, -0.35], [-0.42, 0.47, 0.05], [0.22, 0.07, 0.17], [0.29, -0.09, -0.08], [0.06, -1.00, 0.45], [-0.26, 0.41, -0.09], [0.68, -0.56, 0.81], [0.02, 0.09, -0.07], [-0.30, 0.25, -0.14], [-0.34, -0.04, 0.00], [0.67, -1.69, 0.11], [0.12, -0.06, 0.19], [2.03, 0.14, 0.88], [0.15, -0.04, 0.15], [0.13, 1.16, -1.14], [0.22, 0.12, -0.51], [0.13, -0.27, 0.13], [-0.16, 1.32, -0.68], [-1.32, 0.62, -0.44], [0.07, -0.30, 0.20], [-0.48, -1.22, 0.52], [-0.23, 0.14, 0.08], [0.28, 2.14, 0.12], [-1.00, -1.47, -0.22], [0.48, 0.57, 0.20], [0.12, -2.65, -0.55], [0.24, -0.12, 0.08], [-0.36, 0.18, -0.09], [-5.61, 1.03, 2.56], [-0.20, -0.20, -0.03], [0.28, 0.19, 0.60], [-0.01, 0.19, 0.30], [0.16, -0.35, -0.13], [-0.16, 0.00, 0.10], [0.05, 0.10, -0.19], [0.15, -0.47, 0.03], [0.23, 0.23, 0.10], [0.72, 0.47, -0.32], [-0.24, -0.18, -0.15], [0.66, 1.00, -0.36], [0.04, 0.55, 0.34], [-0.21, -0.02, 0.17], [1.00, 0.05, 0.18], [0.07, -0.03, -0.02], [-0.20, -0.31, 0.07], [1.41, -0.47, 0.39], [-0.64, -1.21, 0.50], [-0.02, -0.23, 0.00], [0.18, -0.14, -0.18], [0.14, 0.28, 0.49], [-0.96, -0.69, 0.20], [1.34, -0.47, 0.35], [0.11, 0.14, 0.20], [0.88, 0.79, -0.23], [0.02, -0.06, -0.16], [-0.80, 0.03, -0.06], [0.38, 0.22, -0.34], [-0.03, -0.02, -0.21], [-0.15, 0.12, -0.22], [0.13, 0.43, -0.02], [0.21, 0.31, -0.14], [0.34, -0.52, 0.16], [0.05, 0.11, -0.27], [-0.06, 0.20, 0.00], [-0.04, -0.93, -1.66], [-0.04, -0.45, -0.18], [0.11, -0.13, 0.06], [-0.02, 0.16, -0.07], [1.32, 0.49, -0.82], [-0.26, 0.13, 0.14], [-0.20, -0.25, 0.13], [0.09, -0.09, -0.22], [0.05, 0.18, 0.25], [-0.37, 0.70, -0.18], [-0.02, 0.01, -0.16], [-0.15, -0.06, 0.05], [0.00, -0.11, -0.04], [0.06, -0.28, -0.14], [0.19, -0.07, -0.11], [0.11, -0.36, 0.38], [0.06, 0.36, 0.03], [-0.13, -0.01, -0.20], [-0.05, -0.07, -0.18], [0.23, 1.09, -0.49]],
  "mulliken_spin": [0.26, 0.01, 0.00, 0.00, -0.01, 0.03, 0.06, 0.01, 0.00, 0.00, 0.28, 0.00, 0.05, 0.00, 0.22, 0.04, 0.00, 0.02, 0.41, 0.00, -0.07, 0.01, 0.17, 0.22, 0.00, 0.00, -0.01, -0.01, 1.35, 0.00, 0.03, 0.00, 0.00, 0.00, 0.01, -0.02, 0.00, -0.06, 0.01, -0.06, 0.02, 0.00, 0.09, 0.00, 0.03, 0.03, 0.17, 0.02, 0.00, 0.05, 0.02, 0.09, 0.00, -0.01, 0.02, 0.05, 0.03, 0.00, 0.00, 0.06, 0.00, 0.04, 0.00, 0.00, 0.18, -0.01, 0.00, 0.00, 0.04, 0.03, 0.00, 0.01, 0.01, -0.02, 0.03, 0.00, -0.02, 0.00, -0.01, -0.01, -0.05, 0.00, 0.02, 0.15],
  "gap_ha": [0.26564, 0.16843],
  "homo_ha": [-0.3501, -0.3660],
  "total_charge": 1,
  "s_squared": 6.07,
  "spin_multiplicity": 5
}

---

(3)
{
  "formula": "FH3N2OS",
  "method": "the ωB97M-V functional and the def2-TZVPD basis",
  "species": ["O", "F", "N", "S", "N", "H", "H", "H"],
  "positions_angstrom": [[1.64411, -0.33499, -0.39942], [0.97304, -2.31880, 0.09363], [-1.14896, 0.51780, -0.09687], [1.87099, 1.17898, -0.15688], [0.79756, -1.00532, 0.34271], [-0.80825, 0.32488, 0.74684], [-2.13673, 0.15806, -0.24518], [-1.19176, 1.47941, -0.28482]],
  "forces_ev_per_angstrom": [[0.19, -3.82, -1.04], [0.50, 0.02, -0.75], [-3.87, -0.55, -4.81], [0.20, 2.80, 0.52], [-0.18, 0.44, 1.39], [1.20, -0.75, 4.19], [1.88, 0.38, 0.53], [0.08, 1.48, -0.03]],
  "nbo_charge": [-0.43, -0.21, -1.06, 0.29, 0.32, 0.36, 0.37, 0.36],
  "de_lowest_kj_mol": 428.3,
  "gap_ha": [0.33601, 0.28227],
  "homo_ha": [-0.3536, -0.3451]
}